The following is a quantum chemistry calculation of 2 unconnected molecules or ions with the total composition C2HCl2N, from the OMol25 dataset.

Calculated values
LUMO level (alpha / beta)	0.1 / -1.2	eV
energy above the lowest of the compared OMol25 structures with the same formula, charge and spin	234.8	kJ/mol
HOMO energy (alpha / beta)	-0.30855 / -0.42518	Eh
total energy	-1051.68149	Eh
gap between HOMO and LUMO (alpha / beta)	8.52 / 10.33	eV

Geometry as ORCA input:
```
! wB97M-V def2-TZVPD RIJCOSX def2/J DEFGRID3
* xyz 0 3
C -1.1597 0.5767 0.4179
C 0.8999 0.1504 -1.5051
N 1.2579 -0.7775 -0.9029
Cl -0.3629 1.6036 1.4464
Cl 1.7485 -2.1642 -0.1555
H -2.3836 0.6109 0.6992
*
```